DFT (the ωB97M-V functional and the def2-TZVPD basis) results for 2 unconnected molecules or ions with the total composition C2H3NS3 at a distorted geometry.

Values from the calculation:
energy above the lowest of the compared OMol25 structures with the same formula, charge and spin: 47.3 kcal/mol
F_max: 1.58 eV/Å
gap between HOMO and LUMO: 8.44 eV

Last columns: bonded neighbours and bond lengths (Å).
Atoms and positions in Å:
1 C 2.411 -1.565 0.864  N3 1.193, S4 1.558
2 C -0.203 0.367 -0.443  S5 1.693, S6 1.678
3 N 2.275 -0.835 -0.069  C1 1.193, H8 1.030
4 S 2.801 -2.562 1.996  C1 1.558
5 S -1.094 -0.442 0.749  C2 1.693, H7 1.337
6 S -0.734 1.879 -0.939  C2 1.678, H9 1.354
7 H -0.274 -1.492 0.858  S5 1.337
8 H 1.489 -0.284 -0.444  N3 1.030
9 H -1.842 2.116 -0.198  S6 1.354


DFT (the ωB97M-V functional and the def2-TZVPD basis) results for a single C16H10Br2INO molecule at a distorted geometry.

Values from the calculation:
SMILES string: C=c1[nH]c2ccc(I)cc2/c1=C/c1cc(Br)c(O)c(Br)c1
energy above the lowest of the compared OMol25 structures with the same formula, charge and spin: 49.0 kcal/mol
F_max: 5.78 eV/Å
gap between HOMO and LUMO: 6.66 eV

Last columns: bonded neighbours and bond lengths (Å).
Atoms and positions in Å:
1 Br -3.714 0.277 -3.359  C14 2.017
2 Br -0.594 -4.418 -4.321  C15 1.942
3 I 5.458 0.764 2.857  C16 2.165
4 O -2.641 -2.207 -4.737  C17 1.422, H22 1.008
5 C -2.300 0.136 1.244  C6 1.417, H23 1.017, H24 1.064
6 C -1.015 0.726 1.327  C5 1.417, C8 1.526, N21 1.420
7 C 0.538 -0.945 -0.226  C8 1.465, C18 1.469, H25 1.061
8 C 0.255 0.075 0.787  C6 1.526, C7 1.465, C19 1.489
9 C 2.956 2.577 3.063  C13 1.417, C16 1.410, H26 1.056
10 C -1.208 -0.401 -1.880  C14 1.386, C18 1.406, H27 1.108
11 C -0.032 -2.537 -2.018  C15 1.398, C18 1.405, H28 1.028
12 C 2.624 0.510 1.708  C16 1.427, C19 1.355, H29 1.079
13 C 1.575 2.837 2.882  C9 1.417, C20 1.378, H30 1.164
14 C -2.070 -0.794 -2.893  Br1 2.017, C10 1.386, C17 1.370
15 C -0.725 -2.841 -3.194  Br2 1.942, C11 1.398, C17 1.486
16 C 3.460 1.450 2.381  I3 2.165, C9 1.410, C12 1.427
17 C -1.770 -1.891 -3.657  O4 1.422, C14 1.370, C15 1.486
18 C -0.354 -1.365 -1.314  C7 1.469, C10 1.406, C11 1.405
19 C 1.324 0.828 1.498  C8 1.489, C12 1.355, C20 1.450
20 C 0.757 1.962 2.201  C13 1.378, C19 1.450, N21 1.463
21 N -0.697 1.906 2.052  C6 1.420, C20 1.463, H31 1.042
22 H -3.371 -1.512 -4.733  O4 1.008
23 H -3.030 0.695 1.680  C5 1.017
24 H -2.583 -0.779 0.780  C5 1.064
25 H 1.576 -1.139 -0.330  C7 1.061
26 H 3.569 3.194 3.661  C9 1.056
27 H -1.432 0.551 -1.361  C10 1.108
28 H 0.753 -3.136 -1.731  C11 1.028
29 H 3.073 -0.418 1.390  C12 1.079
30 H 1.082 3.626 3.582  C13 1.164
31 H -1.461 2.272 2.659  N21 1.042


DFT (the ωB97M-V functional and the def2-TZVPD basis) results for a single C4H6 molecule at a distorted geometry.

Values from the calculation:
SMILES string: C1=CCC1
energy above the lowest of the compared OMol25 structures with the same formula, charge and spin: 34.9 kcal/mol
F_max: 5.18 eV/Å
gap between HOMO and LUMO: 10.79 eV

Last columns: bonded neighbours and bond lengths (Å).
Atoms and positions in Å:
1 C -0.985 -0.647 -0.012  C2 1.341, C3 1.465, H5 1.126
2 C -0.996 0.691 0.072  C1 1.341, C4 1.711, H6 1.067
3 C 0.475 -0.744 0.053  C1 1.465, C4 1.572, H7 1.175, H8 1.159
4 C 0.709 0.809 0.000  C2 1.711, C3 1.572, H9 1.171, H10 1.041
5 H -1.650 -1.548 0.113  C1 1.126
6 H -1.701 1.484 -0.046  C2 1.067
7 H 0.959 -1.325 0.952  C3 1.175
8 H 0.963 -1.209 -0.889  C3 1.159
9 H 1.139 1.128 -1.041  C4 1.171
10 H 1.088 1.360 0.798  C4 1.041


DFT (the ωB97M-V functional and the def2-TZVPD basis) results for 2 unconnected molecules or ions with the total composition C4H15N2O at a distorted geometry.

Values from the calculation:
energy above the lowest of the compared OMol25 structures with the same formula, charge and spin: 48.2 kcal/mol
F_max: 3.71 eV/Å
total charge: +1
gap between HOMO and LUMO: 9.76 eV

Last columns: bonded neighbours and bond lengths (Å).
Atoms and positions in Å:
1 C -1.241 -1.377 -0.036  N2 1.438, C3 1.486, H7 1.120, H8 1.113
2 N -1.428 -1.986 1.253  C1 1.438, H9 1.026, H10 1.014
3 C -0.055 -0.482 -0.052  C1 1.486, N4 1.537, C6 1.514, H11 1.034
4 N -0.130 0.472 -1.254  C3 1.537, C5 1.492, H12 0.971, H13 1.031
5 C 0.677 1.721 -1.382  N4 1.492, H14 1.100, H15 1.070, H16 1.098
6 C 1.345 -1.049 -0.141  C3 1.514, H17 1.107, H18 1.119, H19 1.131
7 H -1.022 -2.153 -0.812  C1 1.120
8 H -2.179 -1.019 -0.519  C1 1.113
9 H -0.725 -2.531 1.765  N2 1.026
10 H -2.235 -2.599 1.203  N2 1.014
11 H -0.161 0.131 0.775  C3 1.034
12 H -0.061 -0.030 -2.083  N4 0.971
13 H -1.067 0.901 -1.229  N4 1.031
14 H 1.136 1.769 -0.385  C5 1.100
15 H 1.384 1.702 -2.184  C5 1.070
16 H -0.086 2.495 -1.538  C5 1.098
17 H 1.597 -1.851 0.579  C6 1.107
18 H 1.448 -1.594 -1.112  C6 1.119
19 H 2.086 -0.235 0.124  C6 1.131
20 H 0.053 2.247 3.074  O22 1.009
21 H 0.441 3.223 1.873  O22 1.023
22 O 0.223 2.245 2.079  H20 1.009, H21 1.023